[1]
The following is a DFT calculation (the ωB97M-V functional and the def2-TZVPD basis) of a cluster of 2 separate species, C18H27Br2N3O3 in total in a non-equilibrium geometry.

Structure (XYZ):
```
53
Properties=species:S:1:pos:R:3:lowdin_charge:R:1
C 2.04409 1.37125 1.02781 -0.1906
C 0.54680 1.82213 1.00828 -0.7007
Br 0.39131 3.81597 1.08008 0.6486
C -0.30073 1.32905 -0.24781 -0.6675
Br 0.68657 0.22727 -1.54132 0.7700
C -1.61354 0.68828 0.28595 -0.1759
C -2.81534 1.49310 0.29483 0.0323
C -4.11707 1.01515 0.79378 -0.1478
C -5.39602 1.89713 0.78467 -0.1557
C -5.41225 3.04969 1.85903 -0.1890
C -4.10611 3.91581 1.93989 -0.2891
N -3.80431 4.67827 0.69941 -0.0130
C -4.17579 -0.36485 1.29857 0.0563
C -2.96711 -1.15471 1.26036 -0.0397
C -1.66372 -0.67895 0.78970 -0.0191
C -0.57195 -1.77176 0.93410 -0.3856
O 0.62073 -1.71443 0.94210 0.0822
N -1.38080 -2.96801 1.12215 0.1489
C -2.68308 -2.62439 1.66904 -0.3795
O -3.35869 -3.40593 2.27404 0.1213
H 2.44471 1.60331 2.05739 0.0838
H 2.19458 0.27717 0.87876 0.0478
H 2.65283 2.00456 0.32752 0.0779
H 0.03997 1.43442 1.92734 0.0967
H -0.60908 2.25626 -0.80018 0.0542
H -2.74177 2.53620 -0.07693 0.0995
H -6.26462 1.21582 1.00764 0.1122
H -5.51109 2.29714 -0.26057 0.1235
H -6.24654 3.75283 1.56933 0.1122
H -5.68792 2.69407 2.89223 0.1140
H -4.26378 4.67012 2.76442 0.1121
H -3.22299 3.29232 2.22604 0.1006
H -3.95490 5.67401 0.87123 0.0668
H -2.80765 4.58179 0.48384 0.0294
H -5.09573 -0.82955 1.70820 0.1240
H -0.88867 -3.44043 1.89816 0.1538
C 4.07511 -4.11404 -2.47819 -0.0717
C 4.37733 -2.85704 -3.28821 -0.4305
C 5.62338 -2.09583 -2.79958 -0.2070
O 5.41849 -1.33247 -1.61974 -0.1919
C 5.50841 -2.07208 -0.41422 -0.1055
N 3.18726 -1.99972 -3.29503 0.0384
H 3.63432 -3.88984 -1.50610 0.0643
H 3.36128 -4.74475 -3.01228 0.0762
H 4.98143 -4.70364 -2.31599 0.0776
H 4.57364 -3.17603 -4.31714 0.1341
H 5.89662 -1.36972 -3.57134 0.1202
H 6.48457 -2.76574 -2.68402 0.1177
H 6.25398 -2.86979 -0.47499 0.0899
H 4.53283 -2.48262 -0.14551 0.0742
H 5.80403 -1.38313 0.37927 0.0865
H 3.35857 -1.20888 -3.91245 0.0728
H 3.11834 -1.57319 -2.37182 0.0399
```

Kohn-Sham gap, Ha: 0.31417
SMILES: C[C@@H](Br)[C@@H](Br)c1cc(CCCN)cc2c1C(=O)NC2=O.COC[C@@H](C)N
Maximum force, eV/Å: 3.0
Calculated total energy, Eh: -6240.06232

[2]
The following is a DFT calculation (the ωB97M-V functional and the def2-TZVPD basis) of the ion C6H14FN2 with charge +1 in a non-equilibrium geometry.

Structure (XYZ):
```
23
Properties=species:S:1:pos:R:3:lowdin_charge:R:1
C -0.16918 0.93789 -0.48245 -0.0937
C -0.42015 -1.90609 0.52131 0.1520
C -1.38063 0.53020 0.35006 -0.2980
C 1.06960 0.37015 0.09401 -0.5070
C -2.72523 1.11991 -0.05258 -0.0272
C 3.52499 -0.12098 -0.18782 -0.0195
N 2.10835 0.05829 -0.65572 0.0513
N -1.58230 -1.03436 0.21770 0.0431
F 1.19019 0.56037 1.36295 0.1180
H -0.23564 0.75947 -1.61145 0.1584
H -0.07211 2.07116 -0.34084 0.1542
H -0.44585 -2.81314 -0.08326 0.0963
H -0.09623 -1.98572 1.48777 0.0619
H -1.14744 0.57753 1.40747 0.1438
H -3.01559 0.59343 -0.94328 0.0789
H -2.83622 2.13097 -0.47897 0.1067
H -3.27580 1.03149 0.94048 0.1223
H 3.58578 -0.23661 0.87833 0.0787
H 4.00805 -1.03074 -0.63043 0.1065
H 4.19388 0.62696 -0.27931 0.0378
H 2.00868 0.11865 -1.60281 0.0943
H -1.86901 -1.13375 -0.73588 0.1457
H -2.41812 -1.22512 0.82474 0.1955
```

Kohn-Sham gap (alpha / beta), Ha: 0.20580 / 0.32588
Charge: +1
Maximum force, eV/Å: 5.1
Calculated total energy, Eh: -445.94717
2S+1: 3
Energy relative to the best compared isomer or geometry (same formula, charge and spin), kJ/mol: 45.7